(one)
Density functional theory data (ωB97M-V/def2-TZVPD) for a single H2N2O3 molecule.

Atoms and positions in Å:
N  -1.1479  0.1976  -0.0784
O  -0.1241  -0.6909  0.1464
N  1.2924  0.0697  0.0349
O  1.1526  1.2471  0.0662
O  2.2109  -0.6025  -0.0528
H  -1.5909  -0.0940  -0.8817
H  -1.7930  -0.1270  0.7655

Results
SMILES string = NO[N+](=O)[O-]
highest occupied orbital energy = -0.3868 Eh
LUMO level = 0.78 eV


(two)
Density functional theory data (ωB97M-V/def2-TZVPD) for a single H2N2O3 molecule.

Atoms and positions in Å:
O  -0.9231  -1.5658  -0.8448
N  -1.0550  -0.3460  -0.7302
N  0.1460  0.2525  -0.3485
O  0.8854  -0.5302  0.5147
O  -0.1484  1.4665  0.2434
H  1.7830  -0.5350  0.1282
H  -0.6879  1.2581  1.0372

Results
SMILES string = O=NN(O)O
highest occupied orbital energy = -0.3799 Eh
LUMO level = -0.50 eV


The structure with the greatest stability is (two).


(one)
Density functional theory data (ωB97M-V/def2-TZVPD) for a single C6H7NO3 molecule.

Atoms and positions in Å:
C  -1.5711  1.4392  -1.9488
C  -1.0238  0.1380  -1.8631
C  -1.2547  1.0649  0.4546
C  -0.6962  -0.6909  -0.8731
C  1.9789  -0.2397  0.5177
C  0.6278  -0.4068  1.2027
N  -0.4510  0.0061  0.3160
O  -1.9867  0.4672  -2.8120
O  -0.8843  1.8748  1.4609
O  -0.4211  -2.0189  -0.8901
H  2.0745  -0.9361  -0.3121
H  2.7782  -0.4334  1.2272
H  2.0853  0.7737  0.1353
H  0.5691  0.2212  2.0916
H  0.4694  -1.4533  1.4754
H  -1.5113  2.6075  1.5099
H  -0.7829  -2.4134  -1.6922

Results
highest occupied orbital energy = -0.3029 Eh
LUMO level = 0.44 eV


(two)
Density functional theory data (ωB97M-V/def2-TZVPD) for a single C6H7NO3 molecule.

Atoms and positions in Å:
H  0.0953  -1.8658  -2.6829
N  -0.8199  -1.1492  -2.1656
C  -0.3503  -2.0599  -1.3113
O  -0.9322  -3.2514  -1.1038
C  0.4193  -1.4388  -0.1603
O  1.1046  -2.0574  0.6192
C  0.0018  -0.0055  -0.0169
O  -0.7772  0.3468  -0.9313
C  0.6099  0.9148  0.9437
C  -0.3105  1.8429  1.7203
C  0.5570  2.4031  0.6534
H  -1.1983  -3.6497  -1.9443
H  1.4947  0.5317  1.4530
H  -0.0443  2.0173  2.7622
H  -1.3771  1.7461  1.5133
H  0.0883  2.6988  -0.2860
H  1.4390  2.9761  0.9372

Results
SMILES string = [H]/N=C(/O)C(=O)C(=O)C1CC1
highest occupied orbital energy (alpha / beta) = -0.2788 / -0.2789 Eh
LUMO level (alpha / beta) = -1.22 / -1.22 eV


The structure with the greatest stability is (two).


(one)
Density functional theory data (ωB97M-V/def2-TZVPD) for 2 unconnected molecules or ions with the total composition ClH5N3OP.

Atoms and positions in Å:
N  0.9063  1.4182  -1.0850
N  -1.4013  -0.8733  0.9551
N  0.4710  0.2732  -0.4219
O  -0.0410  1.2715  2.1801
P  -0.4154  0.3642  1.0687
Cl  -1.7711  -3.8439  -0.7173
H  1.8096  1.7453  -0.9928
H  0.2329  2.1566  -1.3435
H  -1.4291  -2.6982  0.0326
H  -1.9116  -0.8872  1.8055
H  -0.1334  -0.2708  -0.9481

Results
highest occupied orbital energy = -0.3813 Eh
LUMO level = -0.51 eV


(two)
Density functional theory data (ωB97M-V/def2-TZVPD) for 2 unconnected molecules or ions with the total composition ClH5N3OP.

Atoms and positions in Å:
N  0.9282  1.5242  0.7673
N  -0.7981  -1.8305  -0.4506
N  0.5438  0.4311  -0.0470
O  -0.5588  -0.6226  1.9926
P  -0.5851  -0.5895  0.5618
Cl  -2.8856  0.8072  -0.3612
H  1.6258  1.3942  1.4500
H  0.0798  1.8763  1.1902
H  -0.9680  -1.5694  -1.4605
H  -1.1594  -2.6999  -0.1698
H  0.3845  0.5743  -1.0322

Results
highest occupied orbital energy = -0.3518 Eh
LUMO level = -0.40 eV


The structure with the greatest stability is (two).


(one)
Density functional theory data (ωB97M-V/def2-TZVPD) for a single C2H2FOP molecule.

Atoms and positions in Å:
C  0.5191  0.2218  -0.6836
C  -0.7387  -0.2405  -0.0463
O  1.4972  0.1326  -1.4503
F  0.7951  -0.1356  1.8603
P  0.1214  1.0710  0.8838
H  -1.3625  0.1929  -0.8140
H  -0.8315  -1.2422  0.2500

Results
<S²> = 2.012
2S+1 = 3
highest occupied orbital energy (alpha / beta) = -0.2627 / -0.4189 Eh
LUMO level (alpha / beta) = 0.73 / -2.32 eV


(two)
Density functional theory data (ωB97M-V/def2-TZVPD) for 2 unconnected molecules or ions with the total composition C2H2FOP.

Atoms and positions in Å:
C  0.1141  -0.1116  -0.2851
C  0.1995  0.8442  0.8050
O  0.9142  1.7909  0.8998
F  -0.6010  0.5256  1.8906
P  -1.0004  -1.3720  -0.3061
H  1.1932  0.1175  -1.2808
H  -0.8196  -1.7947  -1.7234

Results
<S²> = 2.013
2S+1 = 3
highest occupied orbital energy (alpha / beta) = -0.2928 / -0.3945 Eh
LUMO level (alpha / beta) = 0.11 / -3.76 eV


The structure with the greatest stability is (one).


(one)
Density functional theory data (ωB97M-V/def2-TZVPD) for 17 unconnected molecules or ions with the total composition H34O17.

Atoms and positions in Å:
O  -0.2036  3.9107  0.6874
H  -0.9530  3.3614  0.9366
H  0.3116  3.8752  1.5032
O  -2.5685  -0.4974  1.2709
H  -3.4848  -0.6757  1.5196
H  -2.4472  0.3896  1.6541
O  0.6413  1.0277  -2.2309
H  0.0229  0.5574  -2.8097
H  1.0326  0.2561  -1.7711
O  0.2245  -4.7767  1.8821
H  -0.5433  -4.2209  2.1393
H  0.0239  -5.6040  2.3341
O  -1.9394  -3.0124  2.3357
H  -2.0012  -2.1952  1.8156
H  -1.8719  -2.8269  3.2739
O  -3.2746  3.7736  2.5369
H  -3.6202  3.3500  1.7557
H  -2.4271  3.6464  2.9578
O  -1.8603  -0.2699  -4.8886
H  -2.8086  -0.3277  -4.8012
H  -1.4411  0.5858  -4.8311
O  3.1680  1.7851  -2.1951
H  3.4000  2.7119  -2.1644
H  2.2122  1.6465  -2.2427
O  1.9518  1.7096  1.6989
H  1.8393  0.9129  1.1586
H  2.7011  1.4264  2.2403
O  3.9604  -1.4242  -3.8710
H  4.6238  -0.7255  -3.8360
H  3.1810  -1.0687  -3.4263
O  -0.5192  2.0434  2.9651
H  -0.1606  1.7047  3.7906
H  0.2443  1.9489  2.3531
O  4.0239  -0.8954  -0.9299
H  4.1122  -0.0720  -1.4323
H  4.3135  -1.5078  -1.6255
O  -3.2964  2.3915  -0.5843
H  -2.5325  2.6974  -0.0772
H  -3.5011  1.5582  -0.1450
O  -4.3197  0.5827  -2.4042
H  -3.9222  0.7654  -3.2594
H  -3.5606  0.3839  -1.8410
O  2.8429  -2.0434  3.2061
H  2.0837  -2.4800  3.6113
H  2.4790  -1.3599  2.6385
O  -0.0845  -3.0524  -0.3818
H  -0.5249  -2.6864  0.3894
H  -0.1518  -4.0071  -0.3121
O  1.3915  -0.8169  -0.4006
H  2.3459  -1.0039  -0.3100
H  0.8870  -1.4521  0.1169

Results
highest occupied orbital energy = -0.4167 Eh
LUMO level = -0.52 eV


(two)
Density functional theory data (ωB97M-V/def2-TZVPD) for 17 unconnected molecules or ions with the total composition H34O17.

Atoms and positions in Å:
O  1.0367  2.9257  0.6825
H  0.0881  2.9688  0.6215
H  1.3902  2.5932  -0.1573
O  -1.6260  2.5020  0.3922
H  -2.1603  1.7688  0.1775
H  -2.3066  3.1966  0.5755
O  2.8314  0.6822  1.3449
H  2.2186  0.3579  0.6204
H  2.5405  1.5833  1.5023
O  2.2196  1.7532  -1.6079
H  2.5078  2.4319  -2.2701
H  3.0361  1.2164  -1.4740
O  1.1402  -3.0787  1.5324
H  0.7757  -3.0140  0.6800
H  1.2563  -2.2616  1.9776
O  -0.2067  3.5267  -2.1472
H  -0.6312  4.0256  -1.4774
H  -0.3158  2.6075  -1.9978
O  -3.1987  0.0770  0.1468
H  -2.6017  -0.6650  0.1303
H  -3.5618  0.2425  1.0054
O  1.0286  -1.0677  -2.8878
H  1.2407  -0.2046  -2.5225
H  0.6745  -0.8686  -3.7717
O  -2.0307  -2.1541  -1.0872
H  -1.1773  -2.6355  -1.0810
H  -2.6689  -2.6112  -0.5749
O  0.4689  -0.3074  -0.0782
H  -0.3657  -0.3709  0.4433
H  0.1212  0.2343  -0.7550
O  -0.7788  0.8757  -2.4032
H  -1.7472  0.8360  -2.2908
H  -0.6452  0.1164  -2.9584
O  -3.0286  -2.7839  1.3648
H  -3.8242  -2.3403  1.3300
H  -2.2976  -2.1954  1.5580
O  1.4882  -0.7735  3.0972
H  2.2939  -1.1650  3.5111
H  1.9161  -0.1755  2.4380
O  0.5718  -2.9731  -1.1137
H  0.3159  -3.4013  -1.9805
H  0.5287  -2.0604  -1.3862
O  -1.5096  1.7534  2.7709
H  -1.3295  2.0249  1.8448
H  -0.6503  1.9239  3.1355
O  -1.2237  -0.8436  2.2054
H  -1.3844  0.1132  2.2777
H  -0.3235  -0.9019  2.6092
O  3.4892  -0.9286  -1.0236
H  2.5846  -1.2400  -1.0998
H  3.8303  -1.3155  -1.8290

Results
highest occupied orbital energy = -0.3669 Eh
LUMO level = -0.31 eV


The structure with the greatest stability is (two).


(one)
Density functional theory data (ωB97M-V/def2-TZVPD) for a single C19H32N2O2 molecule.

Atoms and positions in Å:
C  -0.7068  0.5659  2.8799
C  -1.0591  -0.6872  2.0880
C  -2.3399  -1.3426  2.6050
C  -2.6190  -2.6969  1.9523
C  -3.0981  -2.5854  0.5019
C  -2.7081  -3.8272  -0.3042
O  -1.3101  -4.0412  -0.2971
C  -0.4979  -3.0861  -0.8370
C  -0.8654  -2.2032  -1.8469
C  0.0466  -1.2801  -2.3272
C  1.3328  -1.1977  -1.8116
C  2.2875  -0.1212  -2.2661
N  2.1020  1.1721  -1.6192
C  0.8778  1.8543  -1.9816
C  0.9332  3.2853  -1.4546
N  1.0374  3.2594  -0.0070
C  0.9458  4.5774  0.6056
C  0.2719  4.4440  1.9752
O  -0.9728  3.8103  1.8462
C  2.2477  2.5508  0.3713
C  2.2155  1.1263  -0.1753
C  1.6987  -2.0996  -0.8180
C  0.8045  -3.0344  -0.3414
H  -1.5043  1.3025  2.8168
H  -0.5523  0.3210  3.9288
H  0.2074  1.0139  2.4970
H  -0.2372  -1.4042  2.1601
H  -1.1689  -0.4271  1.0326
H  -3.1870  -0.6721  2.4432
H  -2.2388  -1.4913  3.6827
H  -3.3677  -3.2366  2.5362
H  -1.6995  -3.2861  1.9725
H  -4.1813  -2.4621  0.4609
H  -2.6437  -1.7118  0.0330
H  -3.0940  -3.7625  -1.3297
H  -3.1195  -4.7268  0.1612
H  -1.8563  -2.2323  -2.2740
H  -0.2539  -0.6157  -3.1249
H  3.3164  -0.4329  -2.0620
H  2.1861  0.0427  -3.3427
H  0.7920  1.8730  -3.0705
H  -0.0136  1.3574  -1.5607
H  0.0167  3.8109  -1.7334
H  1.7933  3.8018  -1.9139
H  0.3119  5.2071  -0.0231
H  1.9272  5.0653  0.7066
H  0.0889  5.4294  2.4093
H  0.9177  3.8766  2.6623
H  -0.8303  3.0747  1.2320
H  2.3177  2.5207  1.4607
H  3.1428  3.0639  -0.0225
H  3.1455  0.6178  0.0886
H  1.3740  0.5805  0.2851
H  2.6994  -2.0674  -0.4111
H  1.0905  -3.7375  0.4255

Results
SMILES string = CCCCCCOc1ccc(CN2CCN(CCO)CC2)cc1
highest occupied orbital energy = -0.3086 Eh
LUMO level = 0.86 eV


(two)
Density functional theory data (ωB97M-V/def2-TZVPD) for a single C19H32N2O2 molecule.

Atoms and positions in Å:
C  2.3192  1.6788  3.1318
C  1.1938  0.6766  3.3546
C  0.2188  0.6586  2.1756
N  -0.9390  -0.1652  2.4744
C  -2.1378  0.2071  1.7575
C  -2.0708  -0.0906  0.2485
C  -1.3233  -1.4106  -0.0064
N  -1.7632  -2.0264  -1.2522
C  -3.0234  -2.7336  -1.1760
C  -0.7250  -2.7840  -1.9301
C  0.0338  -1.9133  -2.9511
C  0.8218  -0.8173  -2.2971
C  2.0156  -1.0847  -1.6435
C  2.6917  -0.0695  -0.9988
C  2.2159  1.2393  -0.9832
O  3.0120  2.1063  -0.2895
C  2.6733  3.4665  -0.1508
C  1.0149  1.5229  -1.6576
O  0.5471  2.8176  -1.6511
C  -0.6301  3.1144  -2.3569
C  0.3477  0.4874  -2.2997
C  -1.4196  -2.2986  1.2430
C  -0.6978  -1.6031  2.4063
H  1.9225  2.6902  3.0707
H  2.8457  1.4617  2.2053
H  3.0323  1.6405  3.9521
H  1.6175  -0.3190  3.4970
H  0.6376  0.9306  4.2585
H  0.7539  0.3377  1.2666
H  -0.1366  1.6787  2.0077
H  -2.9666  -0.3440  2.2109
H  -2.3245  1.2713  1.9221
H  -3.0803  -0.1399  -0.1599
H  -1.5450  0.7138  -0.2663
H  -0.2654  -1.1734  -0.1485
H  -3.3982  -2.8911  -2.1883
H  -3.7500  -2.1285  -0.6381
H  -2.9504  -3.7120  -0.6777
H  -1.1904  -3.6088  -2.4755
H  -0.0050  -3.2191  -1.2221
H  -0.6946  -1.4859  -3.6404
H  0.7073  -2.5644  -3.5132
H  2.4159  -2.0875  -1.6315
H  3.6187  -0.2616  -0.4813
H  3.4656  3.8931  0.4648
H  2.6465  3.9778  -1.1153
H  1.7133  3.5944  0.3531
H  -0.5297  2.8918  -3.4242
H  -0.7821  4.1853  -2.2264
H  -1.4946  2.5771  -1.9528
H  -0.5804  0.6842  -2.8111
H  -2.4647  -2.4790  1.4969
H  -0.9479  -3.2657  1.0558
H  -1.0228  -2.0523  3.3543
H  0.3768  -1.7745  2.3089

Results
SMILES string = CCCN1CCC(N(C)CCc2ccc(OC)c(OC)c2)CC1
highest occupied orbital energy = -0.2859 Eh
LUMO level = 0.79 eV


The structure with the greatest stability is (one).